P) C19H30N4O4S | ωB97M-V with the def2-TZVPD basis set

Last column: Mulliken charge in e.
CARTESIAN COORDINATES (ANGSTROEM)
1 C -1.885 4.401 -2.284  -1.393
2 C -2.088 4.029 -0.835  -0.372
3 C -1.603 2.883 -0.189  0.534
4 C -1.923 2.913 1.174  -0.015
5 C -1.734 2.018 2.308  0.625
6 O -2.387 2.264 3.326  -0.782
7 N -0.902 0.935 2.238  0.313
8 C -0.947 -0.073 3.313  -1.023
9 C -1.418 -1.473 2.854  -0.776
10 C -0.440 -2.227 1.935  -1.083
11 N -0.352 -1.833 0.524  0.782
12 C -0.970 -2.812 -0.390  -0.843
13 C -0.564 -2.671 -1.884  -1.289
14 N 0.885 -2.582 -2.093  0.039
15 C 1.729 -3.604 -1.903  0.197
16 O 1.333 -4.743 -1.672  -0.700
17 C 3.253 -3.328 -1.965  0.473
18 C 3.866 -3.461 -0.546  -1.071
19 C 3.576 -2.147 0.221  0.026
20 S 3.674 -0.786 -1.044  0.950
21 O 2.432 -0.013 -1.029  -0.493
22 O 4.979 -0.131 -0.983  -0.721
23 C 3.656 -1.928 -2.507  -1.270
24 C -0.533 -0.421 0.159  -0.836
25 C 0.032 0.617 1.145  -1.983
26 N -2.615 4.088 1.325  -0.044
27 C -2.702 4.792 0.152  0.205
28 C -3.393 6.136 0.106  -1.448
29 H -1.732 5.474 -2.402  0.361
30 H -1.001 3.925 -2.709  0.389
31 H -2.746 4.131 -2.896  0.290
32 H -1.087 2.104 -0.726  0.571
33 H 0.061 -0.151 3.723  0.338
34 H -1.556 0.247 4.161  0.493
35 H -1.586 -2.084 3.741  0.445
36 H -2.384 -1.366 2.360  0.317
37 H 0.546 -1.957 2.317  0.294
38 H -0.463 -3.309 2.079  0.686
39 H -0.663 -3.813 -0.079  0.568
40 H -2.057 -2.792 -0.294  0.272
41 H -0.967 -3.511 -2.454  0.461
42 H -1.015 -1.770 -2.300  0.467
43 H 1.276 -1.652 -2.084  0.257
44 H 3.619 -4.111 -2.632  0.447
45 H 3.487 -4.338 -0.012  0.443
46 H 4.941 -3.632 -0.633  0.364
47 H 2.534 -2.151 0.544  -0.315
48 H 4.194 -1.889 1.076  0.585
49 H 4.707 -1.976 -2.785  0.427
50 H 3.124 -1.482 -3.343  0.442
51 H -0.149 -0.207 -0.838  0.621
52 H -1.606 -0.225 0.099  0.556
53 H 0.301 1.531 0.624  0.719
54 H 1.000 0.286 1.520  0.281
55 H -3.000 4.387 2.210  0.225
56 H -3.429 6.541 -0.905  0.352
57 H -4.424 6.074 0.457  0.322
58 H -2.883 6.875 0.726  0.322

Output
- net charge = 0
- 2S+1 = 1
- SMILES = Cc1cc(C(=O)N2CCCN(CCNC(=O)[C@@H]3CCS(=O)(=O)C3)CC2)[nH]c1C
- lowest unoccupied orbital energy (eV) = 0.547
- HOMO-LUMO gap (eV) = 8.52

Q) C19H30N4O4S | ωB97M-V with the def2-TZVPD basis set

Last column: Mulliken charge in e.
CARTESIAN COORDINATES (ANGSTROEM)
1 C 1.773 5.009 -1.016  -1.487
2 C 2.620 3.775 -1.096  -0.179
3 C 2.158 2.441 -1.000  -0.034
4 C 3.253 1.599 -1.101  0.315
5 C 3.582 0.155 -1.041  0.885
6 O 4.771 -0.156 -0.980  -0.779
7 N 2.603 -0.792 -1.066  0.283
8 C 2.973 -2.188 -0.895  -1.102
9 C 2.521 -2.748 0.448  -0.479
10 C 1.001 -2.713 0.651  -1.082
11 N 0.408 -1.454 1.090  0.299
12 C 0.655 -1.148 2.492  -0.713
13 C -0.442 -0.254 3.054  -1.173
14 N -1.736 -0.872 2.839  0.044
15 C -2.613 -1.121 3.839  0.158
16 O -2.454 -0.737 4.985  -0.692
17 C -3.886 -1.840 3.391  0.297
18 C -4.852 -0.789 2.763  -0.923
19 C -5.733 -0.269 3.891  -0.740
20 S -6.202 -1.778 4.715  1.115
21 O -6.581 -1.558 6.082  -0.668
22 O -7.087 -2.497 3.830  -0.642
23 C -4.575 -2.512 4.586  -1.016
24 C 0.558 -0.266 0.242  -0.442
25 C 1.184 -0.502 -1.126  -2.057
26 N 4.347 2.408 -1.249  -0.006
27 C 3.991 3.716 -1.252  0.080
28 C 4.998 4.806 -1.396  -1.407
29 H 2.157 5.804 -1.656  0.383
30 H 0.753 4.798 -1.338  0.378
31 H 1.722 5.403 0.001  0.273
32 H 1.128 2.168 -0.851  0.513
33 H 2.510 -2.764 -1.704  0.348
34 H 4.051 -2.257 -1.002  0.503
35 H 2.854 -3.788 0.508  0.375
36 H 3.022 -2.209 1.258  0.281
37 H 0.509 -3.040 -0.270  0.403
38 H 0.726 -3.451 1.406  0.515
39 H 0.663 -2.085 3.052  0.598
40 H 1.628 -0.655 2.649  0.328
41 H -0.317 -0.105 4.125  0.472
42 H -0.411 0.728 2.576  0.327
43 H -1.843 -1.344 1.954  0.271
44 H -3.626 -2.578 2.631  0.547
45 H -4.292 0.012 2.283  0.416
46 H -5.477 -1.270 2.012  0.434
47 H -5.182 0.340 4.608  0.344
48 H -6.637 0.239 3.563  0.444
49 H -4.717 -3.583 4.465  0.369
50 H -4.046 -2.290 5.511  0.429
51 H -0.422 0.205 0.091  0.138
52 H 1.184 0.476 0.755  0.732
53 H 1.022 0.372 -1.752  0.726
54 H 0.697 -1.335 -1.637  0.410
55 H 5.274 2.015 -1.308  0.216
56 H 4.500 5.769 -1.481  0.343
57 H 5.664 4.852 -0.532  0.293
58 H 5.613 4.666 -2.287  0.335

Output
- net charge = 0
- 2S+1 = 1
- SMILES = Cc1cc(C(=O)N2CCCN(CCNC(=O)[C@@H]3CCS(=O)(=O)C3)CC2)[nH]c1C
- lowest unoccupied orbital energy (eV) = 0.321
- HOMO-LUMO gap (eV) = 8.60

Short version: P) is the least stable of them.

P) C13H15N | ωB97M-V with the def2-TZVPD basis set

Last column: Mulliken charge in e.
CARTESIAN COORDINATES (ANGSTROEM)
1 C 3.355 0.489 -0.850  -0.519
2 C 3.550 0.819 0.557  -0.555
3 C 1.996 0.596 -1.127  -0.483
4 C 2.328 1.098 1.089  -0.454
5 C -1.922 2.397 1.015  -0.471
6 C -2.810 1.374 0.655  -0.890
7 C -0.524 2.240 0.832  -0.349
8 C -2.291 0.145 0.228  -0.513
9 C 0.005 1.032 0.322  0.352
10 C -0.883 -0.081 0.090  0.477
11 N 1.372 0.934 0.083  0.279
12 C -0.857 -1.713 -1.790  -1.370
13 C -0.907 -2.569 0.611  -1.442
14 C -0.403 -1.469 -0.347  0.360
15 H 4.120 0.251 -1.563  0.453
16 H 4.520 0.864 1.068  0.397
17 H 1.455 0.371 -2.037  0.347
18 H 2.084 1.359 2.112  0.382
19 H -2.240 3.331 1.466  0.374
20 H -3.868 1.491 0.786  0.388
21 H 0.151 3.057 1.133  0.432
22 H -2.977 -0.654 -0.020  0.295
23 H -0.566 -0.870 -2.410  0.343
24 H -1.968 -1.879 -1.886  0.323
25 H -0.329 -2.578 -2.235  0.370
26 H -0.690 -2.252 1.654  0.356
27 H -0.411 -3.544 0.431  0.403
28 H -1.999 -2.703 0.499  0.277
29 H 0.707 -1.536 -0.366  0.440

Output
- net charge = 0
- 2S+1 = 1
- SMILES = CC(C)c1ccccc1-n1cccc1
- lowest unoccupied orbital energy (eV) = 0.935
- HOMO-LUMO gap (eV) = 9.39

Q) C13H15N | ωB97M-V with the def2-TZVPD basis set

Last column: Mulliken charge in e.
CARTESIAN COORDINATES (ANGSTROEM)
1 C -3.798 -0.555 0.561  -0.314
2 C -3.581 0.324 -0.462  -0.716
3 C -2.834 -1.405 1.039  -0.640
4 C -2.330 0.324 -1.117  -0.079
5 C -1.547 -1.287 0.411  -0.266
6 C -1.234 -0.351 -0.562  0.236
7 C 2.133 -0.971 -0.050  0.658
8 C 2.400 0.499 0.406  -0.718
9 C 0.720 1.141 -1.354  -0.938
10 C 0.156 -0.182 -0.912  0.409
11 C 1.184 1.299 0.023  0.597
12 C 3.236 -1.962 0.054  -1.464
13 C 0.487 2.241 0.965  -1.474
14 N 1.074 -1.176 -0.684  -0.642
15 H -4.690 -0.408 1.117  0.372
16 H -4.339 0.956 -0.753  0.498
17 H -3.092 -2.245 1.757  0.298
18 H -2.179 0.914 -2.071  0.331
19 H -0.788 -2.106 0.712  0.243
20 H 2.902 0.583 1.375  0.452
21 H 3.123 0.713 -0.459  0.265
22 H 1.482 1.060 -2.280  0.225
23 H 0.010 1.791 -1.726  0.530
24 H 2.798 -2.915 0.172  0.392
25 H 3.838 -1.725 0.840  0.426
26 H 4.035 -1.903 -0.794  0.248
27 H 1.029 3.161 1.106  0.375
28 H 0.364 1.820 1.970  0.346
29 H -0.556 2.364 0.715  0.348

Output
- net charge = 0
- 2S+1 = 1
- lowest unoccupied orbital energy (spin up / spin down) (eV) = 0.759 / 0.759
- HOMO-LUMO gap (spin up / spin down) (eV) = 7.73 / 7.73

R) C13H15N | ωB97M-V with the def2-TZVPD basis set

Last column: Mulliken charge in e.
CARTESIAN COORDINATES (ANGSTROEM)
1 C -0.446 3.614 1.287  -0.477
2 C -1.515 3.316 0.485  -0.565
3 C 0.701 2.828 1.209  -0.416
4 C -1.440 2.296 -0.399  -0.361
5 C 0.823 1.774 0.373  -0.402
6 C -0.334 1.445 -0.402  0.812
7 C -0.493 -1.699 1.090  1.000
8 C 0.321 -2.156 -0.146  -1.208
9 C -0.852 -0.825 -2.025  -0.875
10 C -0.303 0.177 -1.062  -0.538
11 C 0.398 -1.077 -1.207  1.405
12 C -0.440 -2.731 2.234  -1.134
13 C 1.791 -1.042 -1.919  -1.852
14 N -1.147 -0.653 1.182  -0.627
15 H -0.439 4.385 2.027  0.398
16 H -2.337 3.997 0.514  0.390
17 H 1.547 3.142 1.732  0.402
18 H -2.252 1.907 -1.048  0.344
19 H 1.766 1.168 0.371  0.242
20 H 1.396 -2.481 0.049  0.502
21 H -0.212 -3.039 -0.559  0.392
22 H -1.715 -1.530 -1.937  0.274
23 H -0.552 -0.527 -3.077  0.288
24 H 0.745 -2.776 2.392  0.242
25 H -0.670 -3.752 1.927  0.313
26 H -1.018 -2.482 3.134  0.347
27 H 2.120 -2.052 -2.253  0.443
28 H 2.573 -0.845 -1.137  0.352
29 H 1.981 -0.380 -2.837  0.308

Output
- net charge = 0
- 2S+1 = 1
- lowest unoccupied orbital energy (spin up / spin down) (eV) = -0.085 / 0.094
- HOMO-LUMO gap (spin up / spin down) (eV) = 8.37 / 6.97

Short version: R) is the least stable of them.

P) C3H13NO2S | ωB97M-V with the def2-TZVPD basis set

Last column: Mulliken charge in e.
CARTESIAN COORDINATES (ANGSTROEM)
1 C -0.917 0.961 -0.616  -0.686
2 C 0.322 0.722 0.241  -0.035
3 C 1.039 1.997 0.627  -0.967
4 S 2.354 1.722 1.869  -0.217
5 N -1.737 -0.243 -0.742  -0.526
6 H -0.577 1.312 -1.598  0.264
7 H -1.508 1.777 -0.193  0.413
8 H -0.009 0.219 1.152  0.382
9 H 1.031 0.084 -0.277  0.122
10 H 0.413 2.729 1.130  0.369
11 H 1.474 2.524 -0.222  0.387
12 H 3.343 1.368 1.033  0.109
13 H -2.688 -0.014 -0.980  0.206
14 H -1.734 -0.776 0.121  0.193
15 H -0.262 -2.457 0.294  0.356
16 H 0.252 -2.905 1.670  0.307
17 O -0.546 -2.608 1.220  -0.647
18 H -0.819 -1.813 -1.502  0.421
19 H 0.708 -2.079 -1.697  0.323
20 O -0.138 -2.522 -1.529  -0.774

Output
- net charge = 0
- 2S+1 = 1
- SMILES = NCCCS.O.O
- lowest unoccupied orbital energy (eV) = 0.676
- HOMO-LUMO gap (eV) = 9.94

Q) C3H13NO2S | ωB97M-V with the def2-TZVPD basis set

Last column: Mulliken charge in e.
CARTESIAN COORDINATES (ANGSTROEM)
1 C 2.898 0.121 -1.840  -0.598
2 C 1.410 -0.106 -2.061  -0.657
3 C 0.747 -0.817 -0.902  -0.516
4 S -0.549 -2.037 -1.340  -0.251
5 N 3.206 0.958 -0.659  -0.546
6 H 3.270 0.571 -2.753  0.321
7 H 3.371 -0.846 -1.672  0.275
8 H 0.861 0.832 -2.243  0.290
9 H 1.276 -0.476 -3.085  0.436
10 H 0.385 -0.149 -0.118  0.313
11 H 1.464 -1.417 -0.343  0.371
12 H -0.300 -2.186 -2.647  0.103
13 H 2.356 1.285 -0.209  0.212
14 H 3.734 1.766 -0.964  0.247
15 H -4.482 -1.278 3.100  0.315
16 H -3.093 -0.895 2.360  0.314
17 O -3.928 -0.597 2.719  -0.640
18 H -4.176 1.380 3.515  0.358
19 H -4.355 1.779 5.001  0.301
20 O -4.093 2.113 4.140  -0.647

Output
- net charge = 0
- 2S+1 = 1
- SMILES = NCCCS.O.O
- lowest unoccupied orbital energy (eV) = 0.473
- HOMO-LUMO gap (eV) = 9.57

Short version: Q) is the least stable of them.

P) C3H5NOS | ωB97M-V with the def2-TZVPD basis set

Last column: Mulliken charge in e.
CARTESIAN COORDINATES (ANGSTROEM)
1 C -1.236 0.115 -0.629  -0.885
2 C -0.790 -0.579 0.676  0.166
3 C 1.840 0.542 -0.049  0.058
4 H -1.530 1.094 -0.257  0.254
5 H -2.197 -0.231 -0.946  0.384
6 H -0.334 -0.073 -1.305  0.293
7 H -1.683 -0.678 1.290  0.366
8 H 2.800 0.750 -0.540  0.328
9 N 0.284 -1.083 1.184  -0.456
10 O 1.262 1.348 0.716  -0.454
11 S 1.584 -1.205 -0.140  -0.055

Output
- net charge = 0
- 2S+1 = 1
- SMILES = C/C=N\SC=O
- lowest unoccupied orbital energy (eV) = 0.337
- HOMO-LUMO gap (eV) = 10.02

Q) C3H5NOS | ωB97M-V with the def2-TZVPD basis set

Last column: Mulliken charge in e.
CARTESIAN COORDINATES (ANGSTROEM)
1 C 0.918 1.027 0.020  0.027
2 C -0.406 0.901 -0.147  -0.251
3 C 1.528 -1.332 -0.009  -0.693
4 N -2.618 0.075 0.356  -0.520
5 O 1.793 -0.040 0.208  -0.306
6 S -1.252 -0.559 -0.108  0.115
7 H 1.553 1.981 0.008  0.320
8 H -0.842 1.900 -0.213  0.306
9 H 0.764 -1.554 -0.615  0.521
10 H 1.917 -2.084 0.711  0.233
11 H -3.356 -0.314 -0.211  0.250

Output
- net charge = 0
- 2S+1 = 1
- lowest unoccupied orbital energy (spin up / spin down) (eV) = -0.751 / 0.339
- HOMO-LUMO gap (spin up / spin down) (eV) = 6.95 / 8.40

R) C3H5NOS | ωB97M-V with the def2-TZVPD basis set

Last column: Mulliken charge in e.
CARTESIAN COORDINATES (ANGSTROEM)
1 C -1.360 0.996 -0.046  -1.155
2 C -0.655 -0.304 -0.062  0.472
3 C 1.754 -1.002 -0.064  0.075
4 H -0.841 1.875 -0.521  0.314
5 H -1.351 1.221 0.977  0.376
6 H -2.403 0.976 -0.326  0.330
7 H 1.055 0.880 0.073  0.274
8 H 1.479 -2.070 -0.102  0.293
9 N 0.730 -0.100 0.069  -0.155
10 O 2.903 -0.645 -0.003  -0.518
11 S -1.310 -1.827 0.004  -0.306

Output
- net charge = 0
- 2S+1 = 1
- SMILES = CC(=S)NC=O
- lowest unoccupied orbital energy (eV) = -0.268
- HOMO-LUMO gap (eV) = 8.75

Short version: Q) is the least stable of them.

P) C3H5NOS | ωB97M-V with the def2-TZVPD basis set

Last column: Mulliken charge in e.
CARTESIAN COORDINATES (ANGSTROEM)
1 C -0.630 -0.405 1.097  -0.047
2 C 0.408 1.281 -1.314  0.135
3 C -0.111 -1.120 -0.064  -0.633
4 N -0.010 0.327 1.871  -0.619
5 O 1.491 1.056 -0.851  -0.456
6 S -0.850 0.051 -1.382  -0.110
7 H -1.653 -0.561 1.169  0.395
8 H 0.035 2.073 -1.903  0.352
9 H 0.948 -1.108 -0.346  0.338
10 H -0.627 -2.004 -0.060  0.364
11 H 1.000 0.411 1.783  0.282

Output
- net charge = 0
- 2S+1 = 1
- SMILES = [H]/N=C\CSC=O
- lowest unoccupied orbital energy (eV) = 0.435
- HOMO-LUMO gap (eV) = 9.99

Q) C3H5NOS | ωB97M-V with the def2-TZVPD basis set

Last column: Mulliken charge in e.
CARTESIAN COORDINATES (ANGSTROEM)
1 C -1.022 -0.002 0.499  -0.243
2 C -0.460 2.178 -0.501  -0.264
3 C -0.147 -1.167 0.061  -0.550
4 N -0.823 1.130 -0.034  -0.040
5 O 2.227 -0.012 0.734  -0.586
6 S 1.371 -0.153 -0.473  0.360
7 H -1.505 0.038 1.489  0.291
8 H -1.059 2.678 -1.186  0.244
9 H 0.128 -1.532 1.078  0.241
10 H -0.496 -1.912 -0.627  0.432
11 H 1.786 -1.244 -1.040  0.115

Output
- net charge = 0
- 2S+1 = 1
- lowest unoccupied orbital energy (eV) = 0.617
- HOMO-LUMO gap (eV) = 8.85

Short version: Q) is the least stable of them.

P) C3H5NOS | ωB97M-V with the def2-TZVPD basis set

Last column: Mulliken charge in e.
CARTESIAN COORDINATES (ANGSTROEM)
1 C -0.535 -1.980 1.335  0.477
2 C -1.191 -1.188 0.301  -0.561
3 C 0.023 -0.648 1.081  -0.186
4 N 1.313 0.963 -0.598  -0.535
5 O -0.471 -2.988 1.959  -0.480
6 S 1.603 -0.505 0.232  -0.025
7 H -1.035 -1.467 -0.731  0.232
8 H -2.160 -0.751 0.493  0.241
9 H -0.127 0.142 1.804  0.328
10 H 1.942 1.691 -0.283  0.257
11 H 1.408 0.840 -1.599  0.253

Output
- net charge = 0
- 2S+1 = 1
- SMILES = NS[C@H]1CC1=O
- lowest unoccupied orbital energy (eV) = 0.612
- HOMO-LUMO gap (eV) = 9.73

Q) C3H5NOS | ωB97M-V with the def2-TZVPD basis set

Last column: Mulliken charge in e.
CARTESIAN COORDINATES (ANGSTROEM)
1 C -1.219 -1.170 0.226  -0.927
2 C -0.872 0.223 0.731  0.467
3 C 0.398 0.900 0.253  0.014
4 H -0.961 -1.277 -0.803  0.335
5 H -0.700 -1.892 0.888  0.248
6 H -2.280 -1.266 0.415  0.321
7 H 0.580 1.961 0.519  0.381
8 H 2.920 0.288 -2.089  0.155
9 N 1.149 0.279 -0.576  -0.312
10 O -1.558 0.837 1.566  -0.545
11 S 2.543 1.117 -1.129  -0.139

Output
- net charge = 0
- 2S+1 = 1
- SMILES = CC(=O)/C=N/S
- lowest unoccupied orbital energy (eV) = -0.187
- HOMO-LUMO gap (eV) = 9.36

R) C3H5NOS | ωB97M-V with the def2-TZVPD basis set

Last column: Mulliken charge in e.
CARTESIAN COORDINATES (ANGSTROEM)
1 C -0.319 -0.919 -0.044  0.028
2 C -1.620 -1.170 -0.296  -0.637
3 C 1.747 0.409 0.007  0.119
4 H -0.261 2.975 0.933  0.146
5 H 0.450 -1.772 0.012  0.277
6 H -2.524 -0.419 -0.330  0.224
7 H -2.053 -2.153 0.116  0.219
8 H 2.137 1.392 0.235  0.375
9 N 0.272 0.423 0.137  -0.006
10 O 2.431 -0.653 -0.410  -0.531
11 S -0.259 1.888 -0.360  -0.214

Output
- net charge = 0
- 2S+1 = 1
- SMILES = C=CN(S)C=O
- lowest unoccupied orbital energy (eV) = -0.171
- HOMO-LUMO gap (eV) = 9.01

Short version: R) is the least stable of them.